1.
DFT (ωB97M-V/def2-TZVPD) results for a molecular structure, C8H8EuF3IO3.

Element x y z (Å)
O  3.16256  -0.01908  1.39664
C  2.66926  0.51020  0.38097
I  3.57492  0.10201  -1.54514
C  1.35794  1.45155  0.53655
C  0.26966  1.07513  -0.56543
O  -0.45550  2.35638  -0.80229
C  -1.84147  2.19500  -0.91666
O  -2.68374  2.71518  -1.68932
C  -2.12367  1.05935  0.23710
F  -3.26052  0.27849  -0.05224
F  -2.08115  1.70152  1.49016
C  -0.91784  0.09593  -0.17262
C  -0.61957  -1.21883  0.69261
C  -0.07641  -2.40857  -0.26281
F  1.36031  -2.22372  -0.58949
H  0.94008  1.37697  1.60408
H  1.71451  2.51908  0.29403
H  0.68562  0.81687  -1.59093
H  -1.31499  -0.34813  -1.16037
H  -1.64416  -1.59902  1.06140
H  0.04846  -1.05026  1.59842
H  -0.66437  -2.44846  -1.23626
H  -0.25222  -3.42424  0.27955
Eu  2.15230  -3.51334  1.01208

* highest occupied orbital energy (spin up / spin down): -19.34 / -18.76 eV
* multiplicity: 7
* total charge: +3
* frontier orbital gap (spin up / spin down): 6.76 / 2.84 eV



2.
DFT (ωB97M-V/def2-TZVPD) results for a single C8H8F3P molecule.

Element x y z (Å)
C  1.31556  2.68151  -0.92205
C  1.15127  1.56287  -0.58905
C  -1.56062  -0.28366  0.16895
C  -0.32600  0.12473  0.82987
C  0.27013  -0.85132  -1.71618
C  0.89529  0.29827  -0.04118
C  -2.79962  -0.35046  0.94497
C  2.11426  -0.55962  0.37805
F  2.51072  -0.15221  1.54933
F  1.84851  -1.86368  0.50803
F  3.07250  -0.39105  -0.53416
P  -1.55149  -0.90982  -1.35261
H  1.60028  3.59926  -1.42461
H  -0.45931  1.13300  1.35108
H  0.04545  -0.55552  1.60254
H  0.55138  -0.39301  -2.69133
H  0.69716  -1.73537  -1.53885
H  -3.26997  -1.30200  0.51166
H  -3.58323  0.39519  0.87278
H  -2.52227  -0.44711  2.09276

* highest occupied orbital energy: -8.81 eV
* relative energy (zero: lowest compared OMol25 entry of this formula, charge and spin): 0.000 eV
* frontier orbital gap: 8.96 eV



3.
DFT (ωB97M-V/def2-TZVPD) results for a single C8H8FN molecule.

Element x y z (Å)
C  1.33220  -2.07427  -0.85636
C  1.86855  -1.34227  0.18965
C  0.24387  -1.58254  -1.55702
C  1.31941  -0.11994  0.53448
C  -0.31474  -0.36531  -1.20960
C  0.22675  0.37238  -0.16621
C  -1.47723  1.37823  1.25307
C  -0.40981  1.68436  0.23701
N  -2.69010  1.51240  0.98822
F  -0.92558  2.33443  -0.85492
H  1.76362  -3.02702  -1.12477
H  2.71876  -1.72146  0.73694
H  -0.17571  -2.15049  -2.37377
H  1.74309  0.45411  1.34658
H  -1.16559  0.02526  -1.74627
H  -1.05173  1.00360  2.19709
H  0.33614  2.36044  0.67974
H  -3.34190  1.25809  1.72614

* highest occupied orbital energy: -9.45 eV
* relative energy (zero: lowest compared OMol25 entry of this formula, charge and spin): 0.099 eV
* frontier orbital gap: 10.33 eV